No. 1
ORCA calculation (wB97M-V/def2-TZVPD) on a structure of composition C25H34Cl3CoO2S.

Output
F_max: 0.4 eV Å⁻¹
Electronic energy: -4285.061611 a.u.
Gap between HOMO and LUMO: 0.265 hartree
ΔE to the lowest compared entry with this formula, charge and spin: 10.47 kcal per mole
Lowest unoccupied orbital energy: -0.50 eV

```
66
C25H34Cl3CoO2S wB97M-V/def2-TZVPD
Co -0.60335 -0.19739 -0.60050
C 0.62619 -0.27084 1.08219
C 0.04191 1.06505 1.02204
C 0.44205 1.62187 -0.21993
C 1.18516 0.58830 -0.90926
C 1.42475 -0.51516 -0.03376
C 2.49136 -1.58141 -0.15798
C 2.96090 -1.77200 -1.60003
C 3.66750 -1.02367 0.66739
C 2.06774 -2.91849 0.44452
C 0.33911 3.02316 -0.83050
C -1.07106 3.58807 -1.05190
C 1.01516 3.05251 -2.20958
C 1.15741 3.94234 0.09277
C -0.66877 1.57369 2.28015
C -1.51616 0.45856 2.91810
C 0.45780 1.94946 3.25922
C -1.60667 2.76673 2.11695
H 0.50289 -0.96017 1.89992
H 1.58385 0.66634 -1.90514
H 3.33643 -0.83583 -2.02067
H 2.15874 -2.14472 -2.23528
H 3.78188 -2.49140 -1.61677
H 3.98740 -0.04958 0.29029
H 4.51415 -1.70958 0.60190
H 3.39479 -0.91076 1.71864
H 1.26749 -3.37458 -0.12976
H 1.73685 -2.81263 1.48035
H 2.92039 -3.60049 0.44130
H -1.48513 3.19112 -1.97513
H -0.99887 4.67262 -1.16370
H -1.76761 3.38006 -0.25095
H 0.53050 2.36409 -2.90410
H 2.07943 2.81679 -2.15344
H 0.92010 4.06034 -2.61786
H 0.69951 4.06393 1.07447
H 1.24381 4.92973 -0.36503
H 2.16472 3.54534 0.23694
H -0.93506 -0.42380 3.18222
H -2.32849 0.16606 2.25442
H -1.95308 0.84225 3.84170
H 1.09724 1.09053 3.47377
H 0.02317 2.29255 4.20029
H 1.08767 2.74822 2.86122
H -2.44185 2.51672 1.46310
H -1.10712 3.66184 1.75162
H -2.01737 3.00771 3.09960
Cl -2.08233 -2.21230 0.76593
C -1.50398 -3.60858 -0.09310
C -1.72786 -4.85081 0.47236
C -1.29297 -5.98805 -0.18708
C -0.63939 -5.86195 -1.40255
C -0.42099 -4.60711 -1.94221
Cl 0.42491 -4.51647 -3.45648
C -0.84226 -3.42606 -1.31203
S -0.56102 -1.87826 -2.07879
H -2.24378 -4.91613 1.42052
H -1.46251 -6.96592 0.24231
H -0.28804 -6.73199 -1.93971
Cl -4.86651 2.58215 -0.90675
C -3.84123 1.60843 -1.97835
C -2.70663 0.93418 -1.23585
O -2.80130 0.56445 -0.06231
O -1.64448 0.73394 -1.91725
H -3.44834 2.25075 -2.75953
H -4.45876 0.83627 -2.43300
```



No. 2
ORCA calculation (wB97M-V/def2-TZVPD) on a structure of composition C25H34GaN6S.

Output
Total charge: +1
F_max: 0.3 eV Å⁻¹
Electronic energy: -3624.400770 a.u.
Gap between HOMO and LUMO: 0.275 hartree
Lowest unoccupied orbital energy: -2.37 eV

```
67
C25H34GaN6S wB97M-V/def2-TZVPD
Ga 0.23332 0.13022 -0.49924
C 0.79646 -3.58975 -0.03155
C 2.17084 -3.35059 -0.66431
C 2.40750 -1.90848 -1.15473
N 1.90846 -0.89320 -0.23992
C 2.47796 -0.75073 0.95518
C 3.73965 -1.29759 1.24480
C 4.47182 -1.40104 2.41704
C 4.11259 -1.07057 3.70861
C 2.93701 -0.43722 4.06778
C 1.94695 0.11230 3.27161
C 1.74373 0.13532 1.87763
N 0.79225 0.86052 1.28752
C 0.23722 2.03416 1.97881
C -1.22663 2.33178 1.68184
C -1.49285 2.39371 0.18231
N -1.51104 1.04792 -0.35700
C -2.57923 0.27643 -0.35208
C -3.84658 0.75496 0.04637
C -5.08409 0.14960 0.12560
C -5.45988 -1.15010 -0.18092
C -4.62914 -2.12375 -0.68864
C -3.27097 -2.08913 -0.99233
C -2.29743 -1.08881 -0.86010
N -1.01568 -1.28435 -1.20641
C -0.65643 -2.52413 -1.89279
C -0.36572 -3.73991 -1.01030
H 0.84612 -4.50259 0.56519
H 0.57538 -2.78380 0.67230
H 2.93021 -3.59825 0.07812
H 2.31875 -4.02775 -1.51129
H 3.47027 -1.76182 -1.36728
H 1.89504 -1.75656 -2.09930
H 4.24964 -1.70469 0.38215
H 5.44818 -1.85822 2.29991
H 4.80027 -1.33346 4.50217
H 2.77707 -0.31056 5.13317
H 1.16438 0.59223 3.83984
H 0.34002 1.95378 3.05562
H 0.83489 2.90082 1.67614
H -1.86440 1.56427 2.12826
H -1.47428 3.28516 2.15279
H -2.39917 2.95125 -0.05359
H -0.66855 2.92288 -0.30318
H -3.85080 1.78914 0.36127
H -5.87897 0.79342 0.48638
H -6.49440 -1.42011 -0.01394
H -5.10047 -3.08198 -0.87938
H -2.90456 -3.03124 -1.36849
H -1.44710 -2.78611 -2.60076
H 0.21433 -2.31180 -2.50820
H -1.25855 -3.98938 -0.43254
H -0.17107 -4.58542 -1.67836
C -1.73214 1.72854 -3.75760
N -0.67692 0.84618 -4.26082
C 0.49359 0.66312 -3.66794
S 0.97044 1.59930 -2.29684
N 1.32895 -0.24190 -4.17509
C 1.05506 -1.05896 -5.34617
H -2.51505 1.77645 -4.50942
H -1.33776 2.72485 -3.58171
H -2.14209 1.34370 -2.82570
H -0.88167 0.31188 -5.08979
H 2.24974 -0.25010 -3.76930
H 0.16216 -1.66895 -5.19221
H 1.89693 -1.72540 -5.50687
H 0.92796 -0.44808 -6.24296
```



No. 3
ORCA calculation (wB97M-V/def2-TZVPD) on a structure of composition C25H34HgN4O3S3Se3.

Output
Total charge: -1
F_max: 0.5 eV Å⁻¹
Electronic energy: -9970.090532 a.u.
Expectation value of S²: 0.765
Gap between HOMO and LUMO (spin up / spin down): 0.133 / 0.234 hartree
2S+1: 2
ΔE to the lowest compared entry with this formula, charge and spin: 30.47 kcal per mole
Lowest unoccupied orbital energy (spin up / spin down): 2.05 / 2.05 eV

```
73
C25H34HgN4O3S3Se3 wB97M-V/def2-TZVPD
Hg 0.36213 -0.46924 -0.85007
C -0.56847 -0.91475 -4.90221
Se 1.10355 -0.58902 -3.97240
C 1.19668 1.32974 -4.29165
C -0.00869 2.11248 -3.79100
Se -0.10741 2.34068 -1.86890
C 1.31851 3.67629 -1.76926
H -0.55687 -0.42752 -5.87670
H -1.38978 -0.58267 -4.27197
H -0.64216 -1.99196 -5.04298
H 1.32511 1.48843 -5.36531
H 2.11461 1.66031 -3.80267
H -0.94748 1.64176 -4.07072
H 0.00540 3.11896 -4.21801
H 1.01680 4.56998 -2.31528
H 2.26255 3.31652 -2.18183
H 1.44158 3.93814 -0.71883
O 2.87920 1.18689 -0.24528
C 2.59132 1.64082 1.08084
C 1.77640 0.66753 1.88214
C 2.03821 0.54050 3.22106
C 1.15384 -0.12409 4.09712
C -0.02972 -0.62475 3.49432
C -0.22478 -0.50797 2.15095
N 0.65813 0.11376 1.29041
H 2.65285 1.89691 -0.85018
H 2.04037 2.58802 1.01493
H 3.53000 1.83020 1.61211
H 2.94072 1.00839 3.60248
H 1.34910 -0.21035 5.15578
H -0.79984 -1.11259 4.08083
H -1.11774 -0.91080 1.68440
O -3.32252 1.21905 -1.14167
C -2.73542 0.18854 -1.48097
O -1.69698 0.12665 -2.22016
C -3.33711 -1.14459 -1.02512
C -4.71828 -1.12164 -0.81683
C -5.43960 -2.24571 -0.46356
C -4.75632 -3.44264 -0.27943
C -3.38696 -3.47866 -0.44686
C -2.64290 -2.34961 -0.83043
S -0.90775 -2.66781 -0.98209
H -5.20506 -0.16347 -0.94388
H -6.51267 -2.19010 -0.32526
H -5.28519 -4.34521 0.00597
H -2.84862 -4.40348 -0.27452
C 2.12659 -3.07675 2.03598
N 1.87910 -3.88615 0.85462
C 1.20990 -5.08677 0.85000
C 1.07827 -5.46487 -0.43900
N 1.66903 -4.48724 -1.20498
C 1.63359 -4.42738 -2.65049
C 2.15824 -3.50941 -0.40859
Se 3.04171 -1.95873 -0.92431
H 2.14765 -3.73697 2.90114
H 1.33388 -2.34132 2.15544
H 3.07825 -2.56323 1.92659
H 0.86113 -5.54295 1.75802
H 0.58350 -6.31007 -0.88036
H 1.54771 -5.44264 -3.03408
H 2.54658 -3.95952 -3.01018
H 0.76767 -3.84037 -2.95941
S -0.83616 3.08945 1.55061
C -0.46211 4.28400 2.58698
N -1.09291 4.58410 3.74335
C -0.63797 5.69307 4.55155
C 0.37723 6.47594 3.70698
S 0.95779 5.33560 2.41823
H -1.99402 4.15718 3.88645
H -0.18834 5.33312 5.48096
H -1.48030 6.33677 4.81289
H 1.21633 6.81845 4.30843
H -0.09111 7.34471 3.24588
```



No. 4
ORCA calculation (wB97M-V/def2-TZVPD) on the molecule C25H34N4O4S.

Output
F_max: 0.8 eV Å⁻¹
Electronic energy: -1891.324561 a.u.
Gap between HOMO and LUMO: 0.323 hartree
SMILES: O=C(CCCn1c(SCC(=O)NC2CCCCC2)nc2ccccc2c1=O)NC[C@H]1CCCO1
ΔE to the lowest compared entry with this formula, charge and spin: 0.63 kcal per mole
Lowest unoccupied orbital energy: 0.54 eV

```
68
C25H34N4O4S wB97M-V/def2-TZVPD
O 2.09791 1.75470 1.69202
C 2.90145 1.65047 0.78394
N 3.48288 0.47778 0.46674
H 4.12322 0.39799 -0.30938
C 3.24576 -0.73891 1.20434
H 2.82970 -0.46302 2.17589
H 2.51889 -1.36482 0.67413
C 4.56550 -1.50837 1.36716
C 4.33692 -2.91366 1.92879
H 3.53509 -2.93730 2.66246
H 5.25467 -3.27828 2.38996
C 4.01461 -3.71707 0.66627
H 4.37612 -4.74101 0.72849
H 2.93919 -3.74094 0.49021
C 4.72353 -2.92964 -0.44869
H 5.60002 -3.45648 -0.83733
H 4.04454 -2.71902 -1.28296
O 5.18590 -1.70970 0.11189
H 5.26026 -0.91092 1.96595
C 3.34665 2.83259 -0.06630
C 2.17988 3.79082 -0.30693
H 2.54825 4.75951 -0.64525
H 1.64766 3.93002 0.63591
C 1.22085 3.25086 -1.37034
N 0.75065 1.91473 -1.05532
C -0.22069 1.70729 -0.12453
N -0.63941 0.55603 0.27282
C -0.08454 -0.55903 -0.27708
C -0.47764 -1.82469 0.17819
C 0.05016 -2.95647 -0.39723
C 0.98014 -2.86532 -1.43443
C 1.39844 -1.62991 -1.87397
C 0.87916 -0.46953 -1.29598
C 1.36735 0.84056 -1.70000
O 2.25046 1.02750 -2.51680
H 2.12746 -1.52312 -2.66365
H 1.37353 -3.76541 -1.88350
H -0.25912 -3.93040 -0.04528
H -1.19141 -1.88388 0.98387
S -0.98065 3.11297 0.57388
C -2.30567 2.26217 1.46133
H -1.85463 1.60703 2.20381
C -3.17830 1.50712 0.46013
O -3.35917 1.90131 -0.66963
N -3.76884 0.41323 0.97727
H -3.51543 0.09608 1.89905
C -4.68463 -0.41629 0.21877
C -6.00694 -0.57268 0.97111
C -6.98064 -1.42110 0.15824
C -6.37692 -2.78970 -0.14162
C -5.05437 -2.63546 -0.88650
C -4.07748 -1.78862 -0.07636
H -3.85386 -2.29369 0.86746
H -3.14312 -1.66049 -0.62533
H -5.23451 -2.15354 -1.84937
H -4.61713 -3.61697 -1.07979
H -6.20632 -3.32471 0.79568
H -7.07376 -3.37915 -0.74020
H -7.91620 -1.53746 0.70877
H -7.20478 -0.91063 -0.78045
H -6.43640 0.41212 1.16455
H -5.81811 -1.05541 1.93398
H -4.85431 0.11544 -0.72298
H -2.89083 3.04635 1.94334
H 1.73696 3.17150 -2.33124
H 0.35575 3.91191 -1.47096
H 3.76222 2.48619 -1.01278
H 4.13149 3.34794 0.49256
```



No. 5
ORCA calculation (wB97M-V/def2-TZVPD) on a cluster of 2 separate species, C25H34N5O3 in total.

Output
Total charge: +1
F_max: 4.1 eV Å⁻¹
Electronic energy: -1472.131416 a.u.
Gap between HOMO and LUMO: 0.205 hartree
ΔE to the lowest compared entry with this formula, charge and spin: 4.09 kcal per mole
Lowest unoccupied orbital energy: -5.14 eV

```
67
C25H34N5O3 wB97M-V/def2-TZVPD
C -2.36041 4.67462 0.55352
N -2.11958 3.25106 0.53120
C -3.11614 2.34486 0.77178
O -4.28898 2.62365 1.00510
C -2.48507 0.95356 0.70543
C -3.10626 0.03903 -0.35212
C -4.58225 -0.20144 -0.13908
C -5.48095 0.03477 -1.18316
C -6.85498 -0.06301 -0.95329
C -7.32598 -0.45912 0.30620
C -6.41859 -0.76921 1.32754
C -5.04417 -0.65043 1.10136
N -1.08060 1.25876 0.42705
C -0.16781 0.27772 0.30637
C 1.19809 0.50516 0.17636
C 2.17249 -0.48791 0.29307
C 3.57084 -0.15165 0.27590
C 4.54187 -0.98541 0.91052
C 5.87261 -0.62374 0.98623
C 6.30086 0.58663 0.39684
N 7.68658 0.88196 0.29697
O 8.02557 1.92443 -0.31227
O 8.51420 0.08956 0.80277
C 5.36959 1.45268 -0.21310
C 4.04337 1.06817 -0.31518
C -0.78136 2.69929 0.38281
C -0.19134 3.14729 -0.96557
C 0.10650 3.16809 1.55022
H -3.43245 4.85057 0.66501
H -1.82218 5.14712 1.38604
H -2.00797 5.12927 -0.38017
H -2.58216 0.47841 1.70035
H -2.94033 0.49201 -1.34277
H -2.56712 -0.92127 -0.32938
H -5.08567 0.33452 -2.15773
H -7.55280 0.17479 -1.75839
H -8.39965 -0.52868 0.48986
H -6.77289 -1.09519 2.30682
H -4.32120 -0.87618 1.88911
H -0.55807 -0.74291 0.36032
H 1.52962 1.53784 0.03337
H 1.86602 -1.46197 0.66433
H 4.20988 -1.91334 1.38085
H 6.61255 -1.24966 1.47890
H 5.72907 2.40036 -0.61115
H 3.35699 1.72163 -0.85983
H -0.96100 3.07247 -1.74555
H 0.14015 4.18957 -0.87745
H 0.66096 2.53626 -1.26659
H -0.48480 3.18620 2.47552
H 0.96529 2.50958 1.69402
H 0.46938 4.18138 1.33548
C 3.14755 -3.72894 -0.47847
N 2.03222 -2.87538 -0.90643
N 0.78793 -3.53445 -1.07764
C 0.51935 -4.08385 -2.40539
C 0.48989 -4.48957 -0.02397
H 3.14012 -4.71443 -0.97465
H 4.08840 -3.21471 -0.69763
H 3.07473 -3.87974 0.60723
H 2.21650 -2.31956 -1.74259
H -0.56744 -4.24304 -2.47578
H 0.83738 -3.38464 -3.18878
H 1.01106 -5.06582 -2.56303
H -0.55087 -4.80284 -0.17000
H 1.12935 -5.39086 -0.06432
H 0.59415 -4.01438 0.95695
```



No. 6
ORCA calculation (wB97M-V/def2-TZVPD) on a structure of composition C25H35BiCl2F6N9O3SSb.

Output
Total charge: -1
F_max: 1.7 eV Å⁻¹
Electronic energy: -4064.965941 a.u.
Expectation value of S²: 0.801
Gap between HOMO and LUMO (spin up / spin down): 0.265 / 0.218 hartree
2S+1: 2
ΔE to the lowest compared entry with this formula, charge and spin: 28.51 kcal per mole
Lowest unoccupied orbital energy (spin up / spin down): 2.08 / 0.72 eV

```
83
C25H35BiCl2F6N9O3SSb wB97M-V/def2-TZVPD
Bi 0.80225 0.82426 -0.11525
N -1.15790 2.11616 -1.02652
C -1.46580 1.71010 -2.39553
C -0.20679 1.22245 -3.17816
O -0.38857 0.89265 -4.34618
O 0.89175 1.21213 -2.52816
H -1.97516 2.11201 -0.42982
H -0.74202 3.03992 -0.99848
H -1.90393 2.51502 -2.99071
H -2.17632 0.88325 -2.37867
O 2.38570 -0.86971 1.23249
N 1.61709 -1.47429 2.08439
C 1.72846 -2.80867 2.24674
C 0.99040 -3.49117 3.18306
C 0.07958 -2.78644 3.96672
C -0.07221 -1.43315 3.75449
C 0.69916 -0.75402 2.80662
S 0.60202 0.94672 2.57996
H 2.45329 -3.27879 1.59937
H 1.12780 -4.55752 3.29064
H -0.49522 -3.30019 4.72620
H -0.79487 -0.84615 4.30332
C -3.15650 -3.57620 1.81768
N -3.75169 -2.31052 1.43260
C -4.85215 -1.94426 2.32217
C -4.95231 -0.43793 2.16770
N -3.61753 -0.09144 1.74669
C -3.32282 1.30929 1.56696
C -2.98471 -1.15826 1.15520
N -1.93842 -1.05487 0.42702
C -1.43310 -2.22857 -0.25786
C -0.64065 -1.86927 -1.52343
N 0.79703 -1.72630 -1.37466
C 1.62008 -2.31774 -2.15588
N 2.96971 -2.04298 -2.19387
C 3.52411 -0.76668 -1.79312
C 3.58066 -2.69125 -3.33724
C 2.64600 -3.86198 -3.56443
N 1.37984 -3.34713 -3.07041
C 0.31004 -4.31364 -2.93011
H -3.96098 -4.31113 1.88014
H -2.67078 -3.51709 2.79812
H -2.42855 -3.92886 1.09521
H -4.60324 -2.21538 3.35721
H -5.76620 -2.46248 2.02796
H -5.21953 0.07718 3.09145
H -5.68921 -0.16339 1.39847
H -3.33738 1.82085 2.52971
H -4.06727 1.78779 0.91603
H -2.32892 1.41432 1.16143
H -2.27782 -2.84773 -0.59222
H -0.79333 -2.84091 0.39177
H -1.03074 -0.90743 -1.86937
H -0.89455 -2.59697 -2.29580
H 3.45963 -0.66735 -0.71426
H 3.00432 0.06439 -2.27845
H 4.57236 -0.74648 -2.08426
H 4.60042 -3.00098 -3.10357
H 3.60440 -2.02452 -4.20982
H 2.96690 -4.73537 -2.97717
H 2.56727 -4.15471 -4.61242
H 0.64090 -5.26212 -3.35334
H -0.58116 -3.99936 -3.47592
H 0.04277 -4.47730 -1.88193
Cl 0.26428 5.05511 -0.75033
C 1.94663 4.78386 -0.92036
C 2.68919 5.80000 -1.47804
C 4.06189 5.66715 -1.64318
C 4.70917 4.51375 -1.21223
C 3.98155 3.49877 -0.64333
Cl 4.80622 2.11070 -0.06366
C 2.54103 3.52969 -0.49564
N 1.89030 2.52250 0.00903
H 2.18490 6.70548 -1.78546
H 4.62962 6.46666 -2.09907
H 5.77935 4.40891 -1.32519
F -0.11726 3.85394 2.00436
Sb -1.05160 5.31117 2.77142
F 0.08493 6.57480 1.91351
F -2.22592 5.31593 1.25093
F -2.02361 6.74965 3.55066
F -2.23737 4.07655 3.61853
F 0.10109 5.30561 4.27760
```